{
  "formula": "C6H7N3",
  "method": "ωB97M-V/def2-TZVPD",
  "elements": ["C", "H", "C", "C", "C", "H", "H", "H", "H", "C", "H", "N", "N", "C", "N", "H"],
  "xyz": [[-0.2332, 1.6737, 0.8918], [0.3173, -2.4884, -1.1077], [2.2355, -0.7678, -0.1102], [-1.6976, 1.5113, 0.8789], [0.0166, -0.5593, 0.8383], [-2.1777, 2.4764, 0.9902], [-0.7797, -1.2036, -1.6899], [-2.0140, 0.8751, 1.6916], [0.8591, -1.3742, -2.3895], [0.2678, -1.4510, -1.4680], [-2.0080, 1.0690, -0.0677], [-0.6424, -0.5984, 1.7818], [0.9181, 1.7921, 0.8973], [0.8235, -0.4865, -0.4164], [3.3503, -0.9989, 0.0795], [0.7644, 0.5305, -0.8001]],
  "forces_ev_per_angstrom": [[0.405, 1.815, 0.460], [-0.048, 0.318, -0.161], [0.879, -0.113, 0.098], [-0.008, 1.107, -0.247], [0.226, -1.294, 0.075], [-0.002, 0.308, -0.170], [0.330, -0.056, 0.072], [-0.013, 0.091, 0.047], [-0.178, 0.003, 0.267], [-0.053, -0.557, -0.199], [-0.021, -0.027, 0.029], [0.819, -1.696, -0.356], [-1.233, 1.031, 0.247], [-0.223, -0.811, -0.011], [-0.986, 0.160, -0.171], [0.107, -0.278, 0.018]],
  "smiles": "CC(C#N)C#N.CC#N",
  "orbital_gap_ev": 11.771
}

---

{
  "formula": "C6H7N3",
  "method": "ωB97M-V/def2-TZVPD",
  "elements": ["C", "C", "H", "C", "C", "C", "H", "N", "C", "N", "H", "N", "H", "H", "H", "H"],
  "xyz": [[1.8178, -0.2295, -0.1974], [0.9866, 1.1654, -0.2038], [3.6556, -0.8121, 0.4851], [-2.4466, -0.1296, 0.2010], [-1.7710, 1.1385, -0.1380], [-0.3126, -0.6863, -0.5465], [1.2389, -2.3442, 1.2940], [0.9634, -1.2404, -0.4177], [-0.3945, 0.7003, -0.4658], [-1.6662, -1.1786, -0.2990], [1.0872, 1.6843, 0.8989], [3.1381, 0.0884, -0.0197], [-1.8067, -2.1300, -0.2499], [0.9608, 2.0877, -0.9898], [-3.4548, -0.3682, 0.5361], [-1.9958, 2.2544, 0.1127]],
  "forces_ev_per_angstrom": [[3.956, 6.370, -0.291], [-0.996, 3.145, 0.131], [-1.424, 2.377, -2.076], [1.693, 1.685, -2.646], [1.072, -1.587, 1.467], [-2.564, 0.972, 1.060], [-0.396, 1.322, -1.712], [-1.073, -3.220, 1.325], [-1.759, -1.019, 1.937], [3.214, 2.936, 0.331], [-0.263, -1.294, -2.738], [-2.698, -5.125, 1.867], [-0.887, -2.129, 0.439], [1.881, -2.174, 1.512], [0.260, 0.341, -0.194], [-0.017, -2.603, -0.411]],
  "orbital_gap_ev": 5.584
}

---

{
  "formula": "C6H7N3O",
  "method": "ωB97M-V/def2-TZVPD",
  "elements": ["N", "H", "C", "C", "C", "H", "O", "C", "N", "H", "N", "C", "H", "H", "H", "H", "C"],
  "xyz": [[-1.0958, -1.5513, 0.0300], [1.9464, 1.4699, 1.1089], [-0.2175, -0.5046, -0.0666], [2.3288, 1.1197, 0.1189], [-1.8111, 1.0898, -0.1366], [1.6848, 1.6898, -0.9477], [3.2941, -1.0288, -0.1622], [-2.3634, -1.2406, 0.0593], [1.0671, -0.9928, -0.0496], [1.3612, -2.1434, -0.0605], [-0.5038, 0.7203, -0.1130], [-2.7973, 0.1044, -0.0467], [3.3587, 1.2611, 0.2522], [-2.8936, -2.1783, 0.0503], [-3.7282, 0.4201, 0.1039], [-1.9607, 2.0864, -0.1408], [2.3304, -0.3218, 0.0002]],
  "forces_ev_per_angstrom": [[0.542, 0.627, -0.197], [-0.600, -0.233, -1.120], [0.081, -4.495, 0.706], [-2.053, 2.553, -1.434], [0.960, -5.262, 0.619], [2.392, -1.779, 3.785], [0.668, 0.181, 0.409], [0.725, 0.275, -0.713], [3.516, -3.136, 0.170], [-1.999, 4.376, -0.047], [-0.733, 3.603, -0.596], [3.786, -0.187, -0.005], [1.674, 1.266, -0.781], [-1.361, 0.421, 0.314], [-3.923, 0.787, 0.195], [-0.866, 3.121, -0.140], [-2.810, -2.118, -1.166]],
  "orbital_gap_ev": 9.694
}

---

{
  "formula": "C6H7N3O",
  "method": "ωB97M-V/def2-TZVPD",
  "elements": ["H", "H", "C", "H", "H", "O", "N", "C", "N", "H", "H", "C", "N", "C", "C", "C", "H"],
  "xyz": [[1.7642, 1.3497, -0.1343], [-1.2303, 2.6090, -0.0559], [-1.2328, 1.4811, 0.0821], [3.5132, 0.1690, -1.4732], [1.6317, -1.8713, 1.0547], [1.1335, 1.5492, 0.4978], [2.5906, -0.5658, 0.0157], [-2.3102, 0.6465, -0.1111], [2.5480, 0.1447, -0.9803], [-3.1943, 1.0672, -0.4923], [-0.9094, -2.4122, 0.3918], [-2.0971, -0.7447, -0.1099], [1.4512, -1.0346, 0.5733], [0.1830, -0.5817, 0.3551], [-0.9137, -1.3203, 0.1772], [0.0222, 0.8414, 0.2945], [-2.9499, -1.3272, -0.0853]],
  "forces_ev_per_angstrom": [[2.185, -0.536, -2.433], [-0.157, -1.671, 0.401], [1.864, 0.308, -0.260], [-1.581, 0.190, 1.780], [0.220, -0.794, 0.821], [-2.369, 2.512, 2.992], [1.149, -3.268, 0.579], [1.575, -0.614, -0.735], [0.666, 0.686, -2.421], [-1.369, 0.265, 0.080], [0.197, 0.740, -0.534], [-1.175, 2.201, 0.768], [1.633, 1.253, -0.525], [0.268, 4.062, -0.606], [-0.775, -3.350, 0.628], [-0.735, -0.660, -0.059], [-1.597, -1.325, -0.477]],
  "smiles": "[H]/N=N/Nc1ccccc1O",
  "orbital_gap_ev": 9.121
}

---

{
  "formula": "C6H7N3O2",
  "method": "ωB97M-V/def2-TZVPD",
  "elements": ["H", "N", "H", "C", "H", "H", "H", "C", "O", "H", "C", "H", "C", "N", "N", "O", "C", "C"],
  "xyz": [[2.4554, -1.3247, -0.1017], [1.3397, -2.9191, 0.6886], [-0.5496, 2.6822, 0.7406], [0.1272, -3.3286, 0.7473], [-0.3315, 1.0128, 1.4124], [-1.7253, -0.7126, 0.0432], [0.1560, 4.3583, -1.6003], [-0.9227, -1.3668, 0.1006], [0.6045, 0.2478, -1.0019], [-0.0416, -4.4040, 0.9148], [-0.5911, 1.6665, 0.5079], [-1.6023, 1.5640, 0.5023], [1.4374, -1.6525, 0.2274], [0.3902, 2.5316, -1.5741], [-0.9802, -2.6544, 0.4931], [-0.3283, 3.7341, -1.1425], [0.3580, -0.9418, -0.2060], [0.2043, 1.5073, -0.7517]],
  "forces_ev_per_angstrom": [[-0.918, -0.025, 0.821], [1.793, 1.990, -0.143], [0.617, 1.660, 0.923], [-2.097, -2.171, -0.312], [0.431, 0.964, -1.437], [-1.832, 0.512, -0.323], [1.516, 2.135, -1.565], [2.865, -2.650, 0.333], [1.110, -1.117, -0.661], [0.165, 0.526, 0.286], [2.452, -0.888, 1.680], [-3.179, -0.801, -1.121], [2.078, -0.866, -1.552], [-0.190, -2.331, 1.214], [-1.764, 1.588, 0.276], [-0.665, -3.774, 1.487], [-0.323, 3.200, -0.501], [-2.062, 2.049, 0.595]],
  "smiles": "C/C(=N\\O)Oc1cncnc1",
  "orbital_gap_ev": 9.392
}

---

{
  "formula": "C6H7N5",
  "method": "ωB97M-V/def2-TZVPD",
  "elements": ["H", "C", "C", "C", "N", "H", "C", "H", "H", "N", "H", "H", "N", "N", "N", "C", "C", "H"],
  "xyz": [[2.2536, -2.7822, 0.6706], [0.3000, -0.3806, -0.1240], [-0.7273, -1.4232, 2.2140], [-0.2448, 1.3310, -1.1637], [-1.1544, 1.2677, -0.1350], [0.3541, 3.3173, -1.7176], [-0.8094, 0.2467, 0.5047], [-2.1773, 0.0654, 2.0410], [0.1438, 2.2317, -3.0817], [1.8411, -2.2215, -0.0358], [2.4565, -1.7025, -0.6338], [-1.0719, -1.8189, 3.1802], [0.6542, 0.3625, -1.1997], [0.2532, -2.0798, 1.6117], [-1.3176, -0.2916, 1.6785], [-0.2725, 2.4962, -2.1068], [0.7694, -1.5246, 0.4763], [-1.2506, 2.9064, -2.1790]],
  "forces_ev_per_angstrom": [[0.593, -0.613, 0.289], [-0.599, -0.664, 1.475], [0.318, -0.015, -1.274], [0.078, 0.533, -0.401], [-1.593, 3.347, -1.409], [-0.078, -0.344, 0.008], [1.163, -3.274, 1.739], [-0.261, 0.269, 0.412], [-0.213, -0.046, 0.113], [-0.951, 0.574, 0.112], [0.106, 0.052, -0.189], [-0.153, 0.416, -0.623], [0.047, 0.216, -0.397], [-1.170, 1.519, 0.918], [0.959, -1.179, 0.060], [1.242, -0.134, 0.259], [1.408, -0.777, -0.871], [-0.896, 0.120, -0.222]],
  "smiles": "Cc1nc2[nH]cnc(N)c-2n1",
  "orbital_gap_ev": 8.793
}

---

Here are the calculated E_HOMO numbers, same order: -11.3 -7.8 -9.1 -8.4 -9.4 -8.3 (eV).